Entry from the Open Molecules 2025 dataset: 10 unconnected molecules or ions with the total composition C30H48N12O14 at a distorted geometry (ωB97M-V/def2-TZVPD).

Computed properties:
SMILES string: Oc1ccc(O)cc1.Oc1ccc(O)cc1.Oc1ccc(O)cc1.Oc1ccc(O)cc1.NC(N)=O.NC(N)=O.NC(N)=O.NC(N)=O.NC(N)=O.NC(N)=O
2S+1: 1
LUMO level: 0.17 eV
Orbital gap: 8.1 eV
Energy: -78441.805 eV
F_max: 1.8 eV Å⁻¹

Structure (XYZ):
```
104
Properties=species:S:1:pos:R:3:forces:R:3
C -10.56630 -35.24636 4.03747 0.26 0.02 0.07
O -10.79122 -35.04594 2.83447 0.10 0.17 0.22
N -9.32118 -35.53561 4.52222 0.19 -0.30 0.75
N -11.49161 -35.21863 5.01210 -1.22 0.08 0.30
H -8.45138 -35.54681 4.02363 -0.34 0.20 -0.58
H -9.22711 -35.54476 5.52625 -0.02 -0.09 0.00
H -11.36279 -35.61579 5.94166 0.61 0.23 -0.43
H -12.40234 -34.79320 4.88495 0.12 0.04 -0.50
C -15.00080 -33.46708 6.58796 0.62 -0.38 0.62
O -14.40405 -34.08735 5.70378 0.03 -0.06 0.21
N -14.85269 -32.11525 6.72008 -0.39 -1.53 -0.83
N -15.68099 -34.13411 7.56888 -0.03 0.20 -0.50
H -14.16842 -31.82089 6.03536 -0.23 1.01 0.26
H -15.19064 -31.67833 7.55278 0.43 0.55 -0.09
H -15.44016 -35.11176 7.70573 -0.41 0.22 0.17
H -16.36518 -33.68181 8.14457 0.11 -0.05 0.18
C -13.66261 -32.87838 2.84456 -0.53 0.33 0.20
O -14.49603 -32.11971 3.32824 0.35 -0.21 0.02
N -13.78886 -34.24211 2.84107 -0.01 0.29 -0.32
N -12.53548 -32.40091 2.23570 0.42 0.05 -0.29
H -13.05349 -34.77546 2.40982 0.11 -0.19 0.34
H -14.33354 -34.63534 3.59090 -0.08 0.04 -0.02
H -12.44356 -31.41145 2.10980 -0.24 0.04 0.00
H -11.86386 -32.99327 1.78038 -0.02 -0.16 0.17
C -14.89214 -37.47931 7.55807 0.44 -0.07 0.08
O -15.04499 -36.78524 8.57130 -0.01 -0.22 -0.36
N -15.71596 -38.52621 7.27666 -0.41 -0.11 0.17
N -13.87355 -37.27570 6.68636 -0.42 -0.22 0.51
H -15.57677 -39.17556 6.52685 0.20 0.17 -0.12
H -16.49714 -38.67258 7.88870 0.05 0.05 0.06
H -13.23133 -36.54150 6.92771 0.11 0.04 -0.35
H -13.79134 -37.84109 5.85628 0.15 0.22 -0.05
C -10.45728 -37.30724 8.17736 -0.81 0.23 0.61
O -10.72494 -36.44251 7.34241 0.28 -0.41 0.12
N -11.42451 -37.84204 8.98858 0.95 0.15 -0.36
N -9.18461 -37.72215 8.41913 -0.09 0.14 -0.40
H -11.16617 -38.60242 9.58835 -0.42 -0.06 0.09
H -12.38343 -37.58881 8.82872 -0.08 -0.07 0.10
H -8.96872 -38.41681 9.10799 0.01 -0.09 -0.09
H -8.51872 -37.50189 7.69756 0.17 0.09 0.16
C -8.04150 -34.95243 0.38313 -0.07 -1.27 -1.06
O -7.31057 -35.11581 -0.58826 0.06 0.30 0.19
N -7.96271 -33.86341 1.19219 0.12 0.46 0.43
N -8.99874 -35.85036 0.74674 -0.67 0.39 1.29
H -8.56665 -33.74203 1.98637 -0.16 0.03 -0.12
H -7.41375 -33.08967 0.86831 0.09 -0.05 0.04
H -9.57889 -35.63589 1.56124 0.00 -0.03 -0.37
H -9.21503 -36.71776 0.29756 0.60 0.10 -0.53
C -10.37226 -39.17027 4.22797 -0.44 -0.64 0.55
C -11.70096 -38.78884 4.26150 -0.12 0.52 -0.93
C -12.72309 -39.72711 4.30265 0.46 -0.17 1.32
C -12.40389 -41.06258 4.51256 -0.21 0.40 -1.00
C -11.07440 -41.46205 4.41184 -0.35 -0.55 1.05
C -10.06066 -40.53022 4.36177 0.57 0.76 -0.72
O -8.74198 -40.91280 4.37579 -0.31 -0.33 -0.05
O -14.00928 -39.23207 4.41375 -0.20 -0.05 -0.19
H -9.58247 -38.43476 4.17155 -0.02 0.07 -0.01
H -11.97072 -37.74359 4.14186 0.06 -0.02 0.11
H -13.19997 -41.78963 4.63044 0.09 -0.09 0.03
H -10.86423 -42.51566 4.55265 0.27 0.07 -0.17
H -8.26514 -40.32968 3.75886 0.00 0.08 0.25
H -14.65196 -39.92925 4.25031 0.08 -0.05 -0.11
C -4.17947 -34.31350 4.84400 -0.12 -0.43 0.15
C -4.79379 -35.38642 5.48116 0.12 0.16 -0.12
C -6.06088 -35.24188 6.02125 0.12 -0.03 -0.16
C -6.77957 -34.08295 5.76170 0.55 0.29 1.00
C -6.13102 -32.98667 5.20511 -0.75 -0.30 -0.65
C -4.82965 -33.09155 4.74374 0.26 -0.02 0.06
O -4.22820 -31.98697 4.20822 -0.09 -0.02 -0.02
O -6.65105 -36.20832 6.79672 -0.61 -0.26 0.01
H -3.20628 -34.50020 4.40620 0.04 0.30 -0.06
H -4.28408 -36.34299 5.48097 -0.01 -0.01 0.26
H -7.76163 -33.94929 6.19775 -0.07 -0.06 -0.13
H -6.73325 -32.10505 5.02349 0.33 0.23 0.11
H -3.29992 -32.19021 4.05714 0.00 0.04 -0.10
H -6.02509 -36.87796 7.08415 0.27 0.10 -0.22
C -4.71879 -37.51410 1.03240 -0.18 -0.20 -0.18
C -5.57412 -38.60939 1.17286 0.32 -0.20 0.11
C -6.57333 -38.56520 2.11657 -0.60 0.77 0.20
C -6.80333 -37.38481 2.81694 -0.10 -0.19 0.07
C -6.01936 -36.27077 2.62080 0.10 -0.36 0.13
C -4.94160 -36.35222 1.74176 -0.22 0.47 0.13
O -4.14237 -35.24295 1.58650 -0.08 -0.10 -0.05
O -7.48660 -39.58591 2.33464 0.45 -0.36 -0.17
H -3.90001 -37.54520 0.32422 -0.02 -0.08 -0.03
H -5.45090 -39.49949 0.56625 0.13 0.04 -0.02
H -7.64291 -37.31481 3.49682 0.01 -0.26 0.00
H -6.27122 -35.38516 3.18766 0.34 0.26 -0.27
H -3.86927 -35.20776 0.66328 0.06 0.08 0.03
H -7.06508 -40.42518 2.11094 -0.09 0.02 -0.19
C -11.00981 -33.20357 8.87767 -0.28 -1.21 -0.35
C -11.57388 -33.00580 7.62392 0.26 0.88 0.46
C -10.95638 -32.10730 6.76547 -0.09 -0.19 -0.59
C -9.73169 -31.55635 7.09967 0.26 0.31 0.27
C -9.11766 -31.84775 8.31512 -0.54 -0.19 -0.24
C -9.76278 -32.70475 9.20414 0.67 0.89 -0.18
O -9.21417 -33.01473 10.41263 -0.42 -0.58 0.64
O -11.57797 -31.80908 5.57325 0.08 -0.07 0.31
H -11.52027 -33.90706 9.52580 0.19 0.16 0.27
H -12.52868 -33.43695 7.36893 -0.02 -0.09 -0.09
H -9.25385 -30.82705 6.45133 -0.07 -0.11 -0.13
H -8.17624 -31.36872 8.55199 0.07 -0.12 0.12
H -8.33932 -32.64836 10.55350 0.02 0.21 -0.37
H -11.03370 -31.16431 5.11057 -0.11 -0.02 -0.16
```
Positions in Å, forces in eV/Å.

Here are the Löwdin charges for atoms 1 to 8, given in e: -0.62, -0.03, 0.19, 0.20, 0.06, 0.07, 0.04, 0.07